Entry 1:
30
Properties=species:S:1:pos:R:3:forces:R:3:lowdin_spin:R:1 method="wB97M-V/def2-TZVPD" total_charge=+1 homo_lumo_gap_ev="6.8 / 5.0" spin_multiplicity=3 e_tot_ha=-629.59829 homo_ev="-11.08 / -12.52" largest_force_ha_per_bohr=0.104
C 3.2404 -2.5719 0.3563 -2.648 1.056 -0.014 0.0737
C -2.1528 -1.2505 -0.3308 2.351 0.978 1.617 0.0877
C -0.9839 -0.7200 0.4505 -4.433 1.241 0.022 0.1280
C -3.4742 -0.8895 -0.2309 0.665 -1.083 1.443 0.1405
C 3.6055 0.2742 -1.1068 -1.598 0.239 1.562 0.1326
C 2.6421 1.0888 -0.6142 0.746 -0.416 -0.795 0.0450
C -4.3769 -1.5331 -1.1968 -2.231 1.362 0.059 0.0284
C -4.0594 -0.0418 0.8709 -0.241 -0.526 0.160 0.0174
C 2.6339 3.2146 0.5518 3.011 -0.041 1.819 0.0015
C 2.4510 1.7231 0.6912 -0.765 -1.160 1.307 0.0015
N 2.0817 -2.2488 0.4481 -2.234 0.813 -0.565 0.0989
N 0.1908 -1.1495 0.3947 -3.183 -0.578 -0.131 0.3638
N 1.3228 -1.2182 0.0348 5.321 -0.352 0.089 0.7093
O 4.1486 -3.2087 0.4853 4.514 -1.964 0.031 0.0992
H -1.8692 -1.9680 -1.0663 0.123 -0.450 -0.466 0.0002
H -1.1872 0.1291 1.1607 0.065 -0.430 -0.701 0.0275
H 4.3488 -0.1172 -0.4535 0.785 -0.114 0.377 0.0063
H 3.4485 -0.2213 -2.0254 0.244 -0.001 -1.198 0.0039
H 1.9192 1.4840 -1.2750 -0.808 -0.041 -1.244 -0.0006
H -4.8672 -0.6620 -1.7348 0.305 -0.863 0.293 0.0124
H -3.8204 -2.0912 -1.9300 -0.263 -0.583 -0.120 -0.0003
H -5.2866 -2.0471 -0.6931 1.722 0.511 -0.802 0.0093
H -3.8937 -0.4396 1.9457 -0.273 0.491 -1.924 0.0065
H -3.5748 0.9304 0.7784 -0.210 0.247 0.324 0.0064
H -5.1408 0.0459 0.6217 0.722 0.201 0.695 0.0002
H 2.1176 3.8244 1.2748 -0.376 0.006 0.156 0.0001
H 2.3799 3.4396 -0.4267 -0.685 1.046 -1.814 0.0001
H 3.7355 3.4530 0.6702 -1.170 -0.112 -0.258 0.0000
H 1.3463 1.6092 0.9213 1.100 -0.382 0.099 0.0005
H 3.0744 1.1622 1.4279 -0.555 0.904 -0.022 -0.0001



Entry 2:
77
Properties=species:S:1:pos:R:3:forces:R:3:lowdin_spin:R:1 method="wB97M-V/def2-TZVPD" total_charge=+1 homo_lumo_gap_ev="7.2 / 6.4" spin_multiplicity=3 e_tot_ha=-6821.78989 homo_ev="-9.62 / -10.09" largest_force_ha_per_bohr=0.044
Ti 12.3761 12.3359 8.0698 -0.136 -0.593 0.104 1.0669
C 10.4976 15.7100 4.7619 0.566 0.079 -0.015 0.0028
C 11.1044 14.4664 4.5041 -1.563 1.334 -0.650 0.0001
C 12.0365 13.9864 5.3608 0.978 -0.196 1.126 0.0032
C 12.4075 14.7355 6.5175 0.139 -1.319 0.042 0.0033
C 11.8695 15.9789 6.7337 -0.056 0.512 -0.105 0.0027
C 10.9262 16.4667 5.8415 0.094 -0.729 0.076 0.0003
N 13.1149 14.0425 7.5175 0.087 -0.068 -0.345 0.0007
C 14.2040 14.5092 8.2432 1.353 -0.026 -0.299 0.0326
C 14.8775 15.7216 8.1336 0.071 -0.134 -0.238 -0.0103
C 16.0880 15.9601 8.8295 -1.711 0.643 -0.680 0.0413
C 16.6129 15.0072 9.6553 -0.103 -1.023 -0.354 -0.0057
C 16.0379 13.7244 9.6595 0.787 0.614 0.657 0.0424
C 14.8756 13.5018 8.9815 -1.130 -0.562 0.433 0.0054
N 14.1923 12.2663 8.9443 -0.131 0.483 -0.618 0.2454
N 14.8158 11.1539 9.2406 0.149 -0.012 -0.003 0.2694
C 14.2065 10.0995 8.6438 -0.479 -0.808 -0.282 0.0406
C 14.6990 8.7817 8.7682 -0.309 0.706 0.433 0.0457
C 14.1309 7.8096 8.0096 -0.098 -0.977 -0.402 0.0278
C 13.1586 8.0661 7.0521 -0.602 0.550 -0.708 0.0554
C 12.7002 9.3627 6.9882 -0.968 -0.685 -0.141 0.0282
N 13.1084 10.3108 7.8351 0.761 1.178 -0.042 0.0715
H 9.7719 16.1443 4.0926 -0.142 -0.189 -0.128 0.0002
H 10.7839 13.9360 3.6175 0.191 -0.212 0.030 -0.0001
H 12.5235 13.0408 5.1242 0.111 0.085 0.279 0.0005
H 12.1665 16.5493 7.6114 -0.089 -0.095 -0.144 0.0000
H 10.4812 17.3969 6.0761 -0.439 0.934 -0.106 0.0000
H 14.5131 16.4146 7.3851 0.069 0.314 0.234 -0.0014
H 16.5049 16.9491 8.6977 0.333 -0.092 0.163 0.0025
H 17.5066 15.1993 10.1996 0.543 0.049 0.356 -0.0015
H 16.5021 12.9091 10.1997 -0.057 0.019 0.025 0.0029
H 15.4472 8.5316 9.4971 0.297 0.192 0.074 0.0016
H 14.4268 6.7883 8.1146 0.420 -0.448 0.216 0.0001
H 12.7315 7.3139 6.3745 0.416 0.312 0.492 0.0024
H 11.8811 9.6250 6.2982 0.441 0.010 0.405 0.0012
C 9.1325 14.3536 8.3918 0.754 0.611 -0.640 0.0006
N 9.9398 14.7912 9.5571 0.179 -0.396 -0.906 0.0004
C 9.8671 16.2393 9.8133 0.156 -0.653 0.537 0.0000
C 10.4804 16.4766 11.1752 -0.556 2.172 -0.112 0.0000
C 11.8917 15.9999 11.2300 0.445 -1.265 -0.049 0.0002
N 11.8338 14.5524 10.9215 0.394 -0.710 -0.235 0.0001
C 12.7814 13.6626 11.6340 0.124 1.254 0.276 0.0015
C 11.0063 14.0666 9.9771 0.067 0.290 0.382 0.0019
O 11.1998 12.8731 9.5159 -0.688 0.443 0.273 0.0071
H 8.3514 15.1221 8.3117 0.094 -0.486 -0.144 0.0000
H 8.6708 13.3601 8.4801 0.395 0.444 0.288 0.0001
H 9.7660 14.4326 7.4598 -0.714 -0.274 0.756 0.0003
H 8.8181 16.5357 9.7063 0.226 -0.031 0.454 0.0000
H 10.4219 16.8085 9.0768 0.179 -0.041 -0.432 0.0000
H 9.8960 15.9924 11.9266 -0.361 -0.505 0.579 0.0000
H 10.4108 17.5536 11.4029 0.174 -0.300 -0.099 0.0000
H 12.3492 16.0991 12.2194 -0.285 0.014 -0.085 0.0000
H 12.5953 16.4506 10.5202 -0.294 0.239 -0.024 0.0001
H 12.5853 13.7463 12.7008 -0.291 -0.006 0.145 0.0000
H 13.8105 14.0411 11.5216 -0.311 -0.407 -0.403 0.0002
H 12.6579 12.6329 11.3570 0.127 -0.218 -0.351 0.0008
C 8.2096 6.2128 9.3817 0.706 1.090 -0.111 0.0000
Ge 7.8853 8.1426 9.2428 -0.012 -0.551 0.036 0.0002
C 6.0553 8.4270 8.6680 -0.079 -0.153 -0.412 0.0000
C 8.3119 8.9123 10.9686 0.412 -0.075 0.514 0.0000
C 9.1948 8.9281 7.9786 0.146 0.538 0.699 0.0003
Se 9.0528 10.8630 7.7370 0.122 0.121 0.013 0.0068
C 8.0707 10.9158 6.0534 0.452 -0.428 0.343 0.0008
H 7.5290 5.8117 10.1068 -0.466 -0.403 0.173 0.0000
H 9.2158 6.1448 9.8020 0.023 -0.355 -0.197 0.0000
H 8.1440 5.7416 8.4100 -0.013 -0.358 0.001 0.0000
H 5.4263 7.7505 9.2448 -0.026 -0.228 -0.154 0.0000
H 5.9531 8.2044 7.5842 -0.109 0.193 0.699 0.0000
H 5.6875 9.4150 8.9098 0.020 0.388 -0.247 0.0000
H 7.9243 8.3951 11.8683 -0.163 0.337 -0.672 0.0000
H 8.0243 9.9591 10.9440 -0.106 0.151 0.340 0.0000
H 9.4022 8.8751 11.0803 -0.051 0.083 -0.077 0.0000
H 9.1192 8.5459 6.9826 0.152 -0.558 -0.543 0.0000
H 10.2107 8.8076 8.3754 -0.209 -0.320 -0.228 0.0002
H 7.9734 11.9566 5.8484 -0.269 0.811 -0.239 0.0000
H 7.0961 10.4601 6.1756 -0.058 -0.096 -0.059 0.0002
H 8.6535 10.4715 5.2518 -0.077 -0.207 0.028 0.0000



Entry 3:
11
Properties=species:S:1:pos:R:3:forces:R:3:lowdin_charge:R:1 method="wB97M-V/def2-TZVPD" homo_lumo_gap_ev=9.9 spin_multiplicity=1 e_tot_ha=-736.69629 homo_ev=-9.54 largest_force_ha_per_bohr=0.066 smiles="O=S1(=O)CCN=N1"
C -0.0905 0.7868 -0.1897 -1.521 0.832 0.262 -0.2276
C 0.5098 -0.5549 0.1710 0.922 0.306 -0.629 -0.1908
N 0.8974 1.9278 0.0965 -3.361 0.605 -0.026 -0.0499
N 2.0393 1.6802 0.0803 3.208 -1.140 -0.065 -0.0421
O 2.9868 -0.4993 1.2035 0.184 -0.040 0.166 -0.3169
O 2.9403 -0.5441 -1.2518 -0.101 -0.061 -1.037 -0.2945
S 2.3443 -0.1557 -0.0262 -0.788 0.388 1.800 0.6570
H -0.1747 0.8819 -1.2446 0.132 -0.137 -1.260 0.0907
H -1.1505 1.1570 0.0826 1.899 -1.057 0.581 0.1430
H 0.4299 -0.8091 1.2606 -0.177 -0.294 -1.339 0.1120
H 0.4124 -1.3216 -0.6580 -0.398 0.599 1.547 0.1190



Energy relative to the best compared isomer or geometry (same formula, charge and spin) (computed, eV): 5.150 0.000 2.956